This record from the Open Molecules 2025 dataset describes the ion C6H9NP with charge +1 in a non-equilibrium geometry. The level of theory is ωB97M-V with the def2-TZVPD basis set.

```
17
Properties=species:S:1:pos:R:3:nbo_charge:R:1
C -3.38 -1.65 -1.43 -0.6520
C -2.38 -0.70 -0.84 -0.0036
C -1.03 -0.66 -0.88 -0.2971
C -0.16 0.27 -0.28 -0.2332
C 1.06 0.00 0.03 0.4682
N 2.22 0.11 0.56 -0.7558
P 3.66 0.04 1.17 1.2226
C 3.83 1.72 1.92 -1.0390
H -2.98 -2.51 -1.87 0.2237
H -4.14 -1.98 -0.78 0.2501
H -3.86 -0.98 -2.15 0.2456
H -3.02 0.18 -0.59 0.2047
H -0.59 -1.43 -1.35 0.2129
H -0.61 1.09 0.36 0.3010
H 3.29 1.92 2.88 0.2918
H 3.24 2.55 1.21 0.2808
H 4.87 2.03 2.04 0.2791
```

Summary:
- HOMO (alpha / beta): -12.66 / -12.66 eV
- Structure (SMILES): C/C=C/C=C=[N+]=PC
- Charge: +1
- HOMO-LUMO gap (alpha / beta): 6.73 / 6.73 eV
- E_LUMO (alpha / beta): -5.93 / -5.93 eV
- Relative energy (zero: lowest compared OMol25 entry of this formula, charge and spin): 57.9 kJ/mol